[1]
{"formula": "C12H22BIrN2O7P2", "method": "the ωB97M-V functional and the def2-TZVPD basis", "multiplicity": 2, "s_squared": 0.759, "total_charge": 1, "relative_energy_kcal_mol": 48.92, "largest_force_ev_per_a": 2.50, "e_homo_ha": [-0.4417, -0.4408], "species": ["Ir", "C", "N", "C", "C", "C", "C", "C", "C", "C", "C", "H", "H", "H", "H", "H", "H", "H", "H", "H", "H", "H", "H", "C", "C", "O", "P", "O", "O", "O", "P", "O", "O", "O", "H", "H", "H", "H", "H", "H", "H", "B", "C", "N", "H", "H", "H"], "positions_angstrom": [[-0.055, -0.207, -0.187], [-2.000, 1.457, 1.478], [-2.202, 0.342, 0.531], [-2.855, -0.798, 1.184], [-2.919, 0.779, -0.669], [-2.022, 1.601, -1.502], [-2.485, 2.479, -2.470], [-1.582, 3.214, -3.225], [-0.218, 3.085, -3.002], [0.246, 2.214, -2.025], [-0.664, 1.449, -1.319], [-2.964, 1.790, 1.872], [-1.511, 2.287, 0.977], [-1.377, 1.129, 2.304], [-3.842, -0.503, 1.550], [-2.250, -1.123, 2.025], [-2.960, -1.620, 0.480], [-3.825, 1.332, -0.400], [-3.220, -0.105, -1.234], [-3.551, 2.593, -2.619], [-1.942, 3.906, -3.974], [0.488, 3.686, -3.559], [1.305, 2.143, -1.816], [3.974, -0.942, 2.721], [2.682, -1.279, 1.994], [2.387, -2.669, 2.026], [1.210, -0.557, 2.798], [1.338, 0.958, 3.185], [1.101, -1.265, 4.202], [-0.044, -0.770, 1.985], [2.618, -0.612, 0.282], [4.136, -0.519, -0.136], [1.947, 0.747, 0.358], [1.822, -1.557, -0.600], [3.908, -1.237, 3.768], [4.176, 0.128, 2.643], [4.799, -1.475, 2.255], [2.135, -2.965, 1.137], [2.121, 1.222, 3.683], [1.021, -2.228, 4.157], [4.293, -0.694, -1.073], [-0.458, -2.805, -3.740], [-0.695, -2.040, -2.446], [-0.941, -1.463, -1.457], [0.476, -2.275, -4.295], [-0.096, -3.937, -3.522], [-1.507, -2.897, -4.324]], "forces_ev_per_angstrom": [[-2.3, -0.3, -0.8], [-0.1, 0.3, 0.3], [2.4, -0.1, -0.3], [0.0, -0.4, 0.1], [-0.6, -0.3, -0.5], [-0.3, 0.2, -0.2], [0.1, 0.1, 0.1], [0.0, 0.0, 0.0], [-0.1, 0.1, 0.2], [0.5, 0.0, 0.0], [1.3, -1.1, 0.2], [0.0, -0.1, -0.1], [-0.1, 0.0, -0.1], [-0.1, -0.1, 0.0], [0.0, 0.1, -0.1], [0.0, 0.0, 0.0], [0.0, 0.1, -0.1], [0.0, -0.1, 0.2], [0.0, -0.1, 0.1], [0.0, 0.0, 0.0], [0.0, 0.0, 0.0], [0.0, 0.0, 0.0], [0.0, -0.1, -0.1], [-0.1, 0.0, 0.0], [-0.3, 0.3, -0.4], [0.2, 0.0, 0.1], [-0.2, -0.2, 0.8], [0.0, -0.1, -0.1], [0.0, 0.0, -0.1], [0.7, 0.1, -0.6], [1.0, 0.2, 0.0], [-0.2, -0.1, 0.0], [-0.8, 0.3, 0.1], [-1.1, 0.8, 0.3], [0.0, 0.0, 0.0], [0.1, 0.0, 0.1], [0.0, 0.0, 0.0], [-0.1, 0.0, 0.0], [0.0, 0.1, 0.1], [0.0, -0.1, 0.0], [0.1, 0.0, -0.1], [0.1, -0.7, -0.4], [-0.2, -0.3, 0.2], [0.3, 0.9, 0.8], [-0.2, 0.4, -0.1], [0.0, 0.0, 0.5], [0.0, 0.4, -0.1]], "lowdin_spin": [0.758, -0.002, -0.026, -0.002, 0.003, 0.021, -0.001, 0.029, -0.003, 0.030, 0.020, -0.001, 0.000, 0.000, -0.001, 0.000, 0.000, 0.000, 0.001, 0.000, 0.002, -0.001, 0.001, 0.000, -0.001, 0.000, 0.007, 0.000, 0.007, 0.074, 0.002, 0.001, 0.009, 0.003, 0.000, 0.000, 0.000, 0.000, 0.000, 0.000, 0.000, 0.009, 0.021, 0.028, 0.003, 0.009, 0.000]}

[2]
{"formula": "C3H6FNO", "method": "the ωB97M-V functional and the def2-TZVPD basis", "smiles": "[H]/N=C/O[C@@H](C)F", "total_charge": 0, "relative_energy_kcal_mol": 37.01, "largest_force_ev_per_a": 2.89, "e_homo_ha": -0.3745, "species": ["H", "N", "C", "O", "C", "C", "F", "H", "H", "H", "H", "H"], "positions_angstrom": [[-2.643, -0.381, -1.068], [-1.751, -0.161, -0.706], [-1.598, 0.155, 0.485], [-0.429, 0.467, 1.012], [0.764, 0.637, 0.301], [1.362, -0.601, -0.300], [0.623, 1.625, -0.615], [-2.286, 0.062, 1.403], [1.412, 1.163, 0.917], [2.254, -0.394, -1.067], [1.666, -1.325, 0.503], [0.625, -1.248, -0.864]], "forces_ev_per_angstrom": [[-1.2, -0.3, 0.2], [1.1, 0.5, -0.8], [-1.6, -1.4, 1.5], [1.4, 0.6, 1.2], [-0.2, -0.2, -1.1], [0.8, -2.2, -1.7], [-0.9, 0.7, -1.8], [0.4, 0.4, -1.7], [1.3, -0.1, 2.2], [-1.9, -0.2, 2.1], [0.2, 1.0, -0.5], [0.5, 1.3, 0.4]], "lowdin_charge": [0.043, 0.144, -0.330, 0.001, -0.446, -0.030, 0.030, 0.159, 0.128, 0.132, 0.089, 0.080]}

[3]
{"formula": "C3H5DyO3", "method": "the ωB97M-V functional and the def2-TZVPD basis", "multiplicity": 7, "s_squared": 12.013, "total_charge": 3, "relative_energy_kcal_mol": 54.80, "largest_force_ev_per_a": 6.00, "e_homo_ha": [-0.8284, -0.9063], "species": ["O", "C", "C", "H", "H", "H", "H", "O", "C", "O", "Dy", "H"], "positions_angstrom": [[1.701, 0.541, -0.312], [2.450, 0.792, -1.424], [3.887, 0.453, -1.328], [2.159, 1.813, -1.801], [4.346, 0.947, -0.458], [4.402, 0.784, -2.236], [4.017, -0.632, -1.206], [0.057, 0.112, -1.753], [0.303, 0.274, -0.554], [-0.230, -0.212, 0.453], [-2.455, -1.133, 1.422], [1.451, 0.376, -2.307]], "forces_ev_per_angstrom": [[1.6, 0.2, -1.6], [2.0, 0.6, 5.6], [-1.7, 0.1, -2.1], [-0.7, -0.4, -1.7], [0.0, 0.1, 0.6], [0.0, 0.1, 0.2], [0.1, -0.2, 0.4], [1.9, 1.2, -2.7], [1.4, -2.9, 2.5], [-1.3, 1.4, -1.0], [0.5, 0.2, -0.1], [-3.9, -0.2, -0.1]], "lowdin_spin": [0.001, 0.000, 0.000, 0.000, 0.000, 0.000, 0.000, 0.003, 0.006, 0.095, 5.895, 0.000]}

[4]
{"formula": "C22H26N4O", "method": "the ωB97M-V functional and the def2-TZVPD basis", "smiles": "Cc1ccc(C)c(N2CCN(C(=O)CCc3nc4ccccc4[nH]3)CC2)c1", "total_charge": 0, "relative_energy_kcal_mol": 2.44, "largest_force_ev_per_a": 0.80, "e_homo_ha": -0.3013, "species": ["C", "C", "C", "C", "C", "C", "C", "N", "C", "C", "N", "C", "O", "C", "C", "C", "N", "C", "C", "C", "C", "C", "C", "N", "C", "C", "C", "H", "H", "H", "H", "H", "H", "H", "H", "H", "H", "H", "H", "H", "H", "H", "H", "H", "H", "H", "H", "H", "H", "H", "H", "H", "H"], "positions_angstrom": [[-4.403, -3.819, 1.200], [-4.592, -2.445, 0.631], [-5.854, -1.998, 0.267], [-6.014, -0.742, -0.286], [-4.937, 0.108, -0.486], [-5.148, 1.439, -1.143], [-3.663, -0.323, -0.094], [-2.562, 0.534, -0.307], [-1.263, -0.067, -0.508], [-0.354, 0.968, -1.185], [-0.252, 2.145, -0.354], [0.850, 2.663, 0.230], [0.789, 3.620, 0.981], [2.188, 2.009, -0.079], [2.415, 0.786, 0.826], [3.714, 0.143, 0.501], [3.861, -0.883, -0.282], [5.212, -1.119, -0.346], [5.928, -2.092, -1.033], [7.302, -2.085, -0.906], [7.962, -1.140, -0.119], [7.272, -0.164, 0.572], [5.893, -0.166, 0.449], [4.905, 0.627, 0.975], [-1.549, 2.724, -0.065], [-2.454, 1.676, 0.581], [-3.510, -1.597, 0.446], [-4.440, -4.562, 0.403], [-3.443, -3.907, 1.702], [-5.194, -4.053, 1.910], [-6.712, -2.640, 0.408], [-7.000, -0.414, -0.585], [-5.422, 2.202, -0.413], [-4.241, 1.756, -1.650], [-5.957, 1.372, -1.868], [-1.367, -0.937, -1.158], [-0.793, -0.381, 0.441], [0.621, 0.527, -1.378], [-0.809, 1.258, -2.140], [2.268, 1.724, -1.128], [2.955, 2.758, 0.131], [2.402, 1.107, 1.870], [1.626, 0.050, 0.674], [5.417, -2.821, -1.641], [7.887, -2.827, -1.428], [9.040, -1.174, -0.050], [7.783, 0.567, 1.181], [5.027, 1.411, 1.593], [-1.397, 3.572, 0.604], [-1.999, 3.071, -1.001], [-3.441, 2.096, 0.763], [-2.021, 1.379, 1.553], [-2.528, -1.938, 0.741]], "forces_ev_per_angstrom": [[0.0, 0.0, -0.1], [-0.1, 0.0, 0.0], [0.1, 0.0, 0.0], [0.0, 0.0, 0.1], [0.0, 0.1, 0.0], [0.0, 0.0, 0.0], [-0.2, -0.2, 0.0], [0.1, -0.1, 0.0], [0.2, 0.1, -0.3], [0.0, -0.4, 0.0], [-0.4, 0.0, -0.1], [0.5, 0.1, -0.2], [0.1, 0.2, 0.3], [-0.1, 0.1, 0.2], [0.0, 0.2, -0.2], [-0.1, -0.1, 0.1], [-0.6, -0.1, -0.1], [0.5, 0.5, 0.4], [0.0, 0.1, 0.1], [0.0, -0.2, -0.1], [0.1, 0.1, 0.1], [0.1, 0.1, 0.1], [0.1, -0.6, -0.4], [-0.1, 0.1, 0.1], [-0.2, 0.2, 0.4], [0.1, 0.3, -0.1], [0.0, 0.1, 0.0], [0.0, -0.1, 0.0], [0.0, -0.1, 0.1], [0.0, -0.1, 0.1], [-0.1, -0.1, 0.0], [-0.1, 0.0, -0.1], [0.0, 0.1, 0.0], [0.0, 0.1, -0.1], [0.0, 0.0, 0.0], [0.0, 0.0, 0.0], [0.0, 0.0, -0.1], [0.0, 0.1, 0.0], [0.1, -0.1, 0.0], [0.0, 0.0, 0.0], [-0.1, 0.0, -0.1], [-0.1, 0.0, 0.0], [0.1, 0.0, 0.1], [-0.1, -0.1, -0.1], [0.0, -0.1, 0.0], [0.1, 0.0, 0.0], [0.1, 0.0, 0.0], [0.0, -0.1, 0.0], [0.0, -0.1, -0.1], [0.0, 0.0, 0.0], [0.0, 0.0, 0.0], [-0.1, 0.0, 0.0], [0.1, 0.0, 0.0]], "lowdin_charge": [-0.053, -0.281, -0.053, -0.043, -0.212, -0.046, -0.192, -0.119, -0.156, -0.119, -0.050, -0.464, 0.050, -0.090, -0.100, -0.344, 0.166, -0.234, -0.021, -0.102, -0.103, -0.030, -0.198, 0.163, -0.110, -0.134, 0.018, 0.083, 0.074, 0.078, 0.110, 0.111, 0.081, 0.072, 0.079, 0.134, 0.122, 0.113, 0.134, 0.117, 0.122, 0.130, 0.107, 0.108, 0.097, 0.098, 0.106, 0.165, 0.122, 0.130, 0.117, 0.138, 0.109]}

Which formula does entry 1 have?
C12H22BIrN2O7P2